Formula: C9H17N2O6Pt
Source: the Open Molecules 2025 dataset
Level of theory: the ωB97M-V functional and the def2-TZVPD basis

Each line ends with the natural charge from an NBO analysis.
Cartesian coordinates (Å):
Pt  -1.049  -0.858  0.414  1.19
O  -4.427  -1.387  3.080  -0.62
C  -3.289  -1.345  2.453  0.81
O  -3.181  -1.022  1.284  -0.66
C  -2.103  -1.732  3.320  -0.17
O  -1.086  -2.172  2.447  -0.53
C  0.190  -2.388  3.012  -0.21
C  1.332  -1.592  2.243  0.77
O  2.436  -1.658  2.710  -0.56
O  0.950  -0.956  1.218  -0.71
H  -5.190  -1.157  2.518  0.53
H  -2.404  -2.519  4.024  0.24
H  -1.795  -0.848  3.899  0.23
H  0.440  -3.448  2.915  0.23
H  0.243  -2.089  4.060  0.22
C  0.708  -0.598  -3.709  -0.41
N  1.119  0.455  -2.804  -0.41
C  2.545  0.712  -2.799  -0.41
C  0.310  0.773  -1.768  0.82
O  -0.654  -0.003  -1.489  -0.72
N  0.508  1.933  -1.112  -0.40
C  1.067  3.115  -1.737  -0.41
C  -0.100  2.159  0.180  -0.41
H  0.988  -0.316  -4.724  0.22
H  -0.369  -0.725  -3.653  0.23
H  1.189  -1.547  -3.461  0.21
H  3.065  -0.245  -2.693  0.22
H  2.843  1.348  -1.972  0.22
H  2.854  1.167  -3.741  0.21
H  1.111  2.991  -2.816  0.23
H  2.059  3.352  -1.351  0.21
H  0.417  3.962  -1.516  0.22
H  -0.162  1.212  0.737  0.20
H  -1.101  2.586  0.087  0.21
H  0.533  2.843  0.741  0.23

The largest force on an atom comes out at 0.0817 Eh/bohr. For the orbital gap (spin up / spin down), the calculation gives 6.76 / 7.00 eV. The total charge is +1. The total energy comes out at -28111.9899 eV. The calculation puts the molar mass at 444.3 g/mol. For the HOMO energy (spin up / spin down), the calculation gives -12.60 / -12.63 eV.